# 1
Here is a 6-piece molecular cluster, C20H55IN5O5 overall from the OMol25 dataset. Energies are from ωB97M-V/def2-TZVPD.

The geometry in XYZ format:
```
86
Properties=species:S:1:pos:R:3:lowdin_charge:R:1
I -1.71194 -1.39989 -0.52202 -0.983
C 1.53115 2.66415 -4.46275 -0.057
C 2.22195 3.24195 -3.21776 -0.428
C 1.42051 4.47868 -2.64322 -0.185
O 1.25809 5.49389 -3.61727 -0.206
C 2.30944 6.40002 -3.65178 -0.139
N 2.10622 2.22933 -2.20815 0.016
H 1.95457 1.66243 -4.53610 0.074
H 1.73937 3.19930 -5.38923 0.070
H 0.46720 2.69040 -4.22730 0.088
H 3.28364 3.45274 -3.34614 0.131
H 1.68135 4.95529 -1.69829 0.118
H 0.38250 4.21784 -2.43684 0.121
H 1.88532 7.29450 -4.10800 0.087
H 3.16987 5.92774 -4.12582 0.088
H 2.58324 6.82889 -2.68782 0.080
H 1.19927 1.78658 -2.24726 0.076
H 2.63298 1.45819 -2.59282 0.064
C -3.20509 -6.18045 -6.49244 -0.048
C -2.17634 -5.04141 -6.10167 -0.383
C -2.66821 -3.58340 -6.35110 -0.158
O -3.16927 -3.59367 -7.71794 -0.223
C -2.06314 -3.46736 -8.58347 -0.137
N -1.73512 -5.22150 -4.68458 0.021
H -2.64810 -7.11481 -6.42288 0.064
H -3.58243 -6.15379 -7.51469 0.061
H -4.07272 -6.26230 -5.83775 0.071
H -1.24402 -5.16903 -6.65175 0.113
H -2.07388 -2.67203 -6.28578 0.120
H -3.54894 -3.45303 -5.72227 0.123
H -1.32669 -4.26959 -8.62992 0.077
H -1.55807 -2.54300 -8.30316 0.084
H -2.54194 -3.46525 -9.56268 0.089
H -0.80931 -4.82422 -4.61278 0.057
H -2.13787 -4.72747 -3.90111 0.067
C -1.05109 0.34892 5.44905 -0.059
C 0.47220 0.28368 5.19254 -0.450
C 1.41141 0.49205 6.44647 -0.207
O 2.76990 0.32856 6.08338 -0.183
C 3.64829 0.45558 7.24152 -0.098
N 0.90158 -0.89631 4.52192 0.041
H -1.47229 -0.50092 5.98613 0.071
H -1.46845 0.40145 4.44347 0.080
H -1.16360 1.23550 6.07307 0.065
H 0.65016 1.04605 4.43410 0.135
H 1.15228 -0.17896 7.26544 0.118
H 1.21389 1.54002 6.67195 0.111
H 4.68303 0.33024 6.92259 0.079
H 3.38849 -0.22413 8.05307 0.078
H 3.71642 1.46999 7.63453 0.073
H 0.24111 -0.92037 3.75819 0.072
H 0.52217 -1.71677 4.97246 0.072
C -4.75188 5.89763 0.24491 -0.051
C -4.38928 4.61415 1.09917 -0.428
C -5.49128 4.08404 1.97325 -0.189
O -5.65947 4.80002 3.22345 -0.206
C -4.89719 4.39616 4.39852 -0.089
N -3.96244 3.59861 0.13217 0.025
H -5.46073 5.83114 -0.58045 0.070
H -3.83380 6.27669 -0.20403 0.064
H -5.19840 6.56995 0.97751 0.066
H -3.51640 4.82199 1.71803 0.125
H -5.40532 3.03467 2.25532 0.119
H -6.37974 4.11595 1.34261 0.125
H -4.74264 3.32002 4.47692 0.077
H -5.31338 4.79480 5.32371 0.079
H -3.87262 4.75472 4.29962 0.071
H -3.20139 3.96086 -0.42431 0.064
H -3.59414 2.75189 0.54145 0.072
C 4.16596 -4.65523 0.03531 -0.071
C 3.76892 -4.00693 1.41031 -0.395
C 4.50475 -4.40953 2.73889 -0.187
O 4.17174 -3.57015 3.87686 -0.210
C 4.34990 -4.18472 5.20750 -0.080
N 3.52198 -2.53967 1.39431 0.062
H 5.20942 -4.38722 -0.13041 0.056
H 3.74814 -4.27924 -0.89859 0.074
H 4.17551 -5.74512 0.04705 0.067
H 2.85179 -4.58536 1.52168 0.117
H 5.59133 -4.33557 2.69456 0.107
H 4.32882 -5.45840 2.97772 0.105
H 3.85633 -5.15597 5.24142 0.072
H 3.92327 -3.61155 6.03064 0.074
H 5.41936 -4.26707 5.40135 0.073
H 2.66940 -2.49961 0.85430 0.072
H 4.24480 -2.26626 0.74402 0.058
```

M (g/mol): 572.59
Spin multiplicity: 1
Energy above the lowest of the compared OMol25 structures with the same formula, charge and spin (kJ/mol): 516.52
HOMO-LUMO gap (eV): 6.308
Total charge: -1
Lowest unoccupied orbital energy (eV): 2.5
E_tot (hartree): -1742.519951

---

# 2
Here is C20H56AsF6O16S8 as an isolated structure from the OMol25 dataset. Energies are from ωB97M-V/def2-TZVPD.

The geometry in XYZ format:
```
107
Properties=species:S:1:pos:R:3:lowdin_charge:R:1
As 0.29168 1.59297 0.11064 0.925
F 0.30495 2.96537 -1.02957 -0.272
F 1.16273 2.47639 1.40649 -0.289
F 0.00125 0.20100 1.30291 -0.303
F -0.69414 0.71838 -1.11075 -0.282
F 1.86807 0.92314 -0.40615 -0.279
F -1.21896 2.25873 0.70964 -0.279
O -1.27214 7.59472 -0.35203 -0.313
S -1.38218 6.82009 0.89688 0.725
O -1.20780 7.50771 2.19895 -0.343
O -2.85948 6.00531 1.05332 -0.302
C -3.12156 5.07391 2.14778 -0.246
C -4.46367 5.38651 2.90402 -0.051
C -0.31578 5.26317 0.73256 -0.106
H -2.26487 4.95105 2.81042 0.110
H -3.19707 4.10560 1.65303 0.089
H -5.33269 5.55350 2.26760 0.074
H -4.28841 6.19563 3.61303 0.070
H -4.71382 4.54483 3.54984 0.064
H -0.87051 4.71266 -0.02725 0.045
H -0.39472 4.68403 1.65260 0.043
H 0.69668 5.51498 0.41694 0.070
O 3.09236 -3.39550 -1.05747 -0.311
S 3.77885 -3.01533 0.17445 0.707
O 3.22304 -3.28751 1.49276 -0.281
O 5.29620 -3.70294 0.01280 -0.281
C 5.84489 -3.91875 -1.24478 -0.332
C 7.04454 -4.83678 -1.14685 -0.064
C 4.46641 -1.31201 0.05832 -0.094
H 6.03492 -2.99011 -1.78294 0.111
H 5.14468 -4.46257 -1.87886 0.107
H 7.49945 -5.23069 -2.05568 0.078
H 6.91443 -5.62806 -0.40859 0.082
H 7.81263 -4.16416 -0.76510 0.071
H 4.12313 -0.96029 -0.91458 0.053
H 5.54569 -1.45446 0.00388 0.045
H 4.23530 -0.73182 0.95166 0.056
O -4.95757 -0.06353 3.55831 -0.272
S -4.72258 -0.20690 2.15178 0.601
O -4.08404 -1.37660 1.59743 -0.269
O -5.96595 0.23974 1.23844 -0.278
C -7.18843 0.62173 1.87267 -0.266
C -8.15479 1.36197 0.87152 -0.049
C -3.72507 1.18818 1.70275 -0.130
H -7.15870 1.25710 2.75783 0.107
H -7.64707 -0.23014 2.37474 0.114
H -8.51314 0.57161 0.21196 0.068
H -7.56413 2.07188 0.29250 0.074
H -8.98282 1.89942 1.33375 0.073
H -3.62370 1.32954 0.62673 0.059
H -2.69712 1.04444 2.03552 0.065
H -4.21230 2.04286 2.17203 0.058
O -1.15899 -4.08356 3.43321 -0.289
S -0.71375 -4.47952 2.11450 0.704
O 0.17925 -5.62590 1.86797 -0.321
O -1.99757 -4.56794 1.04671 -0.283
C -1.76396 -4.88243 -0.36772 -0.231
C -1.79451 -6.39623 -0.48431 -0.096
C 0.10709 -2.95032 1.35789 -0.109
H -0.80215 -4.49462 -0.70334 0.108
H -2.61148 -4.64646 -1.01125 0.109
H -1.67109 -6.77536 -1.49876 0.079
H -2.68610 -6.88247 -0.08842 0.076
H -1.10342 -6.89760 0.19326 0.059
H -0.65888 -2.18098 1.26044 0.045
H 0.55405 -3.13641 0.38133 0.040
H 0.85892 -2.38115 1.90461 0.052
C -5.29209 0.12941 -1.88738 -0.244
S -4.59987 -1.21424 -3.02306 0.863
O -3.77687 -0.41211 -4.05040 -0.596
C -3.45394 -1.84487 -1.73428 -0.262
H -5.68019 0.96994 -2.46267 0.044
H -4.48585 0.69435 -1.41948 0.036
H -6.06802 -0.26094 -1.22884 0.031
H -2.76269 -2.58373 -2.13969 0.018
H -4.05996 -2.27132 -0.93492 0.041
H -2.82671 -1.05564 -1.31980 0.046
C 4.14851 1.65149 2.77529 -0.269
S 4.32629 3.18132 3.76659 0.842
O 5.67787 3.78672 3.34449 -0.609
C 3.05462 4.36395 3.10612 -0.251
H 3.88387 1.99865 1.77651 0.029
H 3.25695 1.13613 3.13253 0.052
H 5.06173 1.05934 2.83442 0.053
H 2.08350 3.87040 3.14378 0.027
H 3.30720 4.82905 2.15324 0.059
H 2.85338 5.13578 3.84900 0.042
C 0.57172 -1.60037 -3.82442 -0.239
S 0.17320 -3.38180 -4.13053 0.833
O -1.36238 -3.43439 -4.29189 -0.597
C 0.71400 -3.63539 -5.88030 -0.254
H 1.60837 -1.34647 -4.04574 0.039
H 0.51453 -1.24150 -2.79678 0.038
H -0.00623 -1.00826 -4.53399 0.058
H 0.08845 -3.02856 -6.53491 0.052
H 0.33522 -4.63661 -6.08564 0.037
H 1.79376 -3.53721 -5.99240 0.046
C 6.74172 2.02333 -0.36780 -0.248
S 6.61820 1.18340 -1.99485 0.856
O 6.64802 -0.32751 -1.76817 -0.588
C 4.85137 1.68680 -2.29903 -0.243
H 5.92319 1.72991 0.28947 0.028
H 6.67180 3.10927 -0.43044 0.060
H 7.71341 1.69518 0.00129 0.049
H 4.81634 2.72131 -2.64058 0.052
H 4.22918 1.46591 -1.43174 0.024
H 4.38430 1.07026 -3.06702 0.049
```

M (g/mol): 998.10
Spin multiplicity: 1
Energy above the lowest of the compared OMol25 structures with the same formula, charge and spin (kJ/mol): 516.20
HOMO-LUMO gap (eV): 8.661
Total charge: -1
Lowest unoccupied orbital energy (eV): 1.9
E_tot (hartree): -8019.853925

---

# 3
Here is a 10-piece molecular cluster, C20H56BCl2N18O17P2S overall from the OMol25 dataset. Energies are from ωB97M-V/def2-TZVPD.

The geometry in XYZ format:
```
117
Properties=species:S:1:pos:R:3:lowdin_charge:R:1
C 7.09875 0.98927 2.04554 0.030
C 5.98524 0.37206 1.68828 -0.105
C 4.71887 -0.51070 1.25316 -0.196
C 3.39244 0.17582 1.86760 -0.203
C 2.65571 1.22316 0.83210 -0.113
C 1.07550 1.05780 1.09059 -0.307
O 0.38067 -0.02216 0.39191 -0.109
B -1.00904 0.12116 0.93589 -1.084
C -1.94742 -0.31534 -0.35062 -0.133
C -3.44775 0.27471 -0.31640 -0.184
C -4.47181 -0.62054 0.58874 -0.203
C -4.84400 0.10781 1.98672 -0.267
S -6.54076 0.86461 1.99834 0.467
O -6.42121 2.25091 1.41185 -0.392
O -7.55931 -0.02559 1.31475 -0.397
Cl -7.08445 1.05002 4.01790 0.380
P -0.92786 -1.02513 2.48302 0.710
O -2.44263 -1.79166 2.81929 -0.445
Cl 0.34668 -2.66188 1.87965 0.099
O -1.19400 1.59527 1.14237 -0.108
C 0.05562 2.26298 0.72407 -0.231
P 0.23587 3.94359 1.61531 0.725
O 0.19143 5.10423 0.55873 -0.414
O -1.15260 4.12594 2.61735 -0.192
O 1.67397 4.09771 2.53152 -0.228
H 8.13998 1.26780 2.45092 0.027
H 4.65122 -0.72795 0.12042 0.091
H 4.82807 -1.54526 1.78385 0.112
H 3.52937 0.66564 2.89730 0.112
H 2.61312 -0.68356 2.00901 0.087
H 2.94803 0.88224 -0.23328 0.095
H 3.08068 2.26272 1.11244 0.111
H 1.02733 1.06414 2.26056 0.141
H -1.91219 -1.47447 -0.45197 0.087
H -1.43881 0.09930 -1.29985 0.115
H -3.85563 0.21241 -1.40342 0.103
H -3.53912 1.35833 0.05440 0.108
H -5.46857 -0.85006 0.03319 0.106
H -3.95478 -1.64795 0.72742 0.102
H -4.80292 -0.68722 2.84029 0.099
H -3.99101 0.86539 2.23472 0.137
H -2.18695 -2.63125 3.29686 0.035
H 0.02713 2.61405 -0.38931 0.149
H -0.90267 4.70000 3.38504 0.071
H 2.34089 4.66944 2.05572 0.088
C -3.31405 -3.04729 -2.58615 -0.673
O -2.50133 -2.24356 -2.16138 0.028
N -3.57758 -3.19760 -3.90783 0.144
N -4.02961 -3.86506 -1.77645 0.156
H -4.24485 -3.85649 -4.26621 0.087
H -3.06936 -2.61072 -4.54969 0.104
H -3.86820 -3.78993 -0.78451 0.105
H -4.70070 -4.52952 -2.11673 0.090
C 2.51654 2.54609 -3.09104 -0.692
O 3.07421 1.99918 -2.15187 0.024
N 1.87390 3.73245 -2.97136 0.164
N 2.48935 2.01812 -4.33789 0.159
H 1.41287 4.18977 -3.73682 0.094
H 1.86651 4.16545 -2.06018 0.103
H 2.95503 1.13400 -4.47624 0.101
H 2.03449 2.46142 -5.11520 0.088
C -8.81557 -3.19994 4.46042 -0.707
O -9.12987 -4.38153 4.42673 0.002
N -8.09422 -2.60431 3.48329 0.165
N -9.16089 -2.37757 5.47909 0.155
H -7.83201 -1.63502 3.50413 0.037
H -7.81366 -3.17497 2.70224 0.109
H -9.69940 -2.77506 6.23144 0.103
H -8.90782 -1.40592 5.51436 0.080
C -10.74167 2.14902 4.40924 -0.707
O -10.58721 0.93747 4.40851 0.007
N -9.73666 3.01730 4.14794 0.147
N -11.93462 2.73636 4.67233 0.142
H -9.85496 4.01419 4.14702 0.096
H -8.82861 2.62688 3.94575 0.003
H -12.71380 2.13027 4.87308 0.104
H -12.07131 3.73085 4.67534 0.090
C 8.32774 3.21161 4.97749 -0.693
O 8.14700 3.04300 3.78272 0.000
N 9.20890 4.11796 5.46682 0.142
N 7.66404 2.50831 5.92490 0.154
H 9.36367 4.26313 6.44803 0.090
H 9.72687 4.66593 4.79886 0.105
H 6.99706 1.82158 5.60836 0.113
H 7.80537 2.63943 6.91003 0.092
C 4.90716 -2.58411 -2.51242 -0.716
O 5.51946 -1.99620 -1.63129 0.008
N 5.27180 -3.80356 -2.96994 0.146
N 3.80997 -2.07236 -3.11026 0.186
H 4.77471 -4.29358 -3.69204 0.100
H 6.08521 -4.22865 -2.55446 0.108
H 3.49695 -1.16404 -2.80325 0.106
H 3.30169 -2.54906 -3.83425 0.087
C 6.02953 2.37859 -5.91854 -0.710
O 5.04454 2.50517 -6.63054 0.003
N 7.21929 1.92769 -6.38516 0.142
N 6.02355 2.67615 -4.60005 0.167
H 8.03347 1.82027 -5.80772 0.093
H 7.27296 1.69249 -7.36303 0.102
H 5.15949 3.01541 -4.20661 0.094
H 6.82769 2.57488 -4.00739 0.101
C 1.28354 -0.72906 -6.61425 -0.696
O 1.83656 -1.26912 -5.67015 0.024
N 0.63888 0.45485 -6.50143 0.154
N 1.26352 -1.26321 -7.85901 0.148
H 0.17950 0.90987 -7.26940 0.097
H 0.62840 0.88920 -5.59141 0.088
H 1.73139 -2.14554 -7.99081 0.106
H 0.81066 -0.82494 -8.64038 0.092
C 2.76160 -5.83980 -0.68145 -0.704
O 2.57899 -6.00872 -1.87863 0.004
N 3.64493 -4.93849 -0.19423 0.172
N 2.09587 -6.54011 0.26805 0.146
H 3.80136 -4.79332 0.78679 0.097
H 4.16545 -4.39185 -0.86384 0.070
H 1.42640 -7.22375 -0.04629 0.103
H 2.23884 -6.40806 1.25292 0.092
```

M (g/mol): 996.51
Spin multiplicity: 1
HOMO-LUMO gap (eV): 5.603
Total charge: -1
Lowest unoccupied orbital energy (eV): 1.5
E_tot (hartree): -5086.859961